1.
The following is a quantum chemistry calculation of a molecular structure, C9H14AgF9NO9S3, from OMol25.

## Properties
HOMO: 0.04738 Eh
ΔE to the lowest compared entry with this formula, charge and spin: 0.0 kJ/mol
Kohn-Sham gap: 5.22 eV
LUMO level: 6.51 eV
total charge: -3
molecular weight: 655.26 g mol⁻¹

```
46
Properties=species:S:1:pos:R:3:mulliken_charge:R:1
Ag 38.95 9.63 -4.73 1.286
C 36.58 6.71 -2.29 -1.396
C 37.67 7.77 -2.28 0.757
C 39.05 7.19 -2.63 -1.269
O 37.37 8.84 -3.08 -0.891
H 36.83 5.87 -1.61 0.418
H 36.55 6.10 -3.20 0.246
H 35.59 7.11 -2.10 0.320
H 37.87 8.13 -1.24 0.068
H 39.79 7.99 -2.54 0.229
H 39.07 6.86 -3.68 0.070
H 39.41 6.41 -1.94 0.457
C 41.46 11.82 -4.08 -1.537
C 40.23 12.65 -3.78 0.717
C 40.14 13.84 -4.72 -1.100
O 39.10 11.86 -3.64 -0.814
H 41.51 11.61 -5.16 0.233
H 41.55 10.88 -3.53 0.325
H 42.40 12.36 -3.86 0.455
H 40.45 13.10 -2.78 -0.045
H 41.15 14.26 -4.77 0.396
H 39.41 14.60 -4.41 0.325
H 39.80 13.51 -5.70 0.053
C 38.30 6.61 -6.93 0.515
F 38.72 5.84 -5.90 -0.239
F 37.77 5.82 -7.88 -0.264
F 37.35 7.41 -6.46 -0.145
S 39.76 7.67 -7.56 1.047
O 39.60 8.91 -6.79 -0.646
O 41.03 6.97 -7.31 -0.721
O 39.55 7.80 -9.00 -0.726
C 32.58 11.92 -5.50 0.681
F 32.67 10.79 -6.20 -0.242
F 31.44 12.48 -5.95 -0.268
F 32.50 11.66 -4.22 -0.227
S 34.12 13.00 -5.85 0.886
O 33.97 13.58 -7.16 -0.597
O 34.08 13.91 -4.72 -0.656
N 35.36 11.87 -5.62 -0.352
S 35.94 11.31 -7.00 0.952
O 36.92 10.27 -6.75 -0.552
O 34.96 10.98 -8.00 -0.667
C 37.07 12.76 -7.63 0.667
F 36.95 13.82 -6.85 -0.248
F 38.33 12.40 -7.66 -0.212
F 36.70 13.08 -8.87 -0.287
```

2.
The following is a quantum chemistry calculation of a molecular structure, C9H14AuN4S, from OMol25.

## Properties
HOMO (alpha / beta): -0.37793 / -0.43077 Eh
2S+1: 3
ΔE to the lowest compared entry with this formula, charge and spin: 89.9 kJ/mol
Kohn-Sham gap (alpha / beta): 6.29 / 7.12 eV
LUMO level (alpha / beta): -4.00 / -4.61 eV
total charge: +1
molecular weight: 407.27 g mol⁻¹
<S²>: 2.02

```
29
Properties=species:S:1:pos:R:3:lowdin_spin:R:1
Au 0.11 0.37 -0.32 -0.002
N -0.89 1.91 -1.55 0.003
C -2.27 2.24 -1.10 0.001
C -2.27 2.97 0.23 0.000
C -1.88 2.13 1.44 0.000
N -0.44 1.78 1.43 -0.006
H -0.34 2.76 -1.61 0.000
H -0.91 1.52 -2.50 0.001
H -2.82 1.30 -1.02 0.000
H -2.76 2.86 -1.85 0.000
H -3.28 3.34 0.40 0.000
H -1.62 3.85 0.17 0.000
H -2.45 1.20 1.45 0.000
H -2.13 2.68 2.35 0.000
H -0.20 1.31 2.30 0.000
H 0.12 2.63 1.41 0.000
S 0.45 -0.61 -3.44 0.401
C 1.05 -1.98 -1.03 0.176
C 2.25 -4.01 -0.82 0.158
C 2.87 -3.85 0.43 0.240
C 2.53 -2.91 1.39 0.146
C 1.55 -1.92 1.33 0.208
N 0.83 -1.52 0.28 0.230
H 2.43 -4.94 -1.36 0.004
H 3.61 -4.59 0.70 0.010
H 3.01 -3.01 2.36 0.003
H 1.33 -1.39 2.25 0.007
N 1.47 -3.16 -1.44 0.228
C 0.64 -0.96 -1.89 0.192
```

3.
The following is a quantum chemistry calculation of C9H14BrNO2 in the gas phase, from OMol25.

## Properties
HOMO (alpha / beta): -0.28364 / -0.28366 Eh
ΔE to the lowest compared entry with this formula, charge and spin: 118.0 kJ/mol
Kohn-Sham gap (alpha / beta): 8.21 / 8.21 eV
LUMO level (alpha / beta): 0.49 / 0.49 eV
total charge: 0
molecular weight: 248.12 g mol⁻¹

```
27
Properties=species:S:1:pos:R:3:mulliken_charge:R:1
C 2.18 1.54 -0.80 0.304
C -1.95 -1.28 -0.81 -0.780
C -0.66 -1.94 -1.30 -0.523
C -1.79 -0.52 0.51 -0.608
C 0.47 -0.93 -1.57 -1.144
C -0.99 0.78 0.37 -1.262
C 1.15 -0.46 -0.33 -0.313
C 0.52 0.60 0.58 1.337
C 0.84 0.45 2.06 -1.883
N 1.24 1.78 0.06 0.319
O 3.04 2.00 -1.46 -0.497
O 0.90 3.12 0.50 -0.471
Br 2.31 -1.74 0.46 -0.067
H -2.32 -0.60 -1.57 0.299
H -2.70 -2.06 -0.67 0.353
H -0.32 -2.68 -0.58 0.322
H -0.88 -2.47 -2.24 0.369
H -2.78 -0.28 0.88 0.323
H -1.31 -1.18 1.24 0.330
H 1.22 -1.41 -2.20 0.530
H 0.07 -0.08 -2.12 0.386
H -1.17 1.21 -0.62 0.484
H -1.34 1.51 1.10 0.497
H 0.41 -0.46 2.46 0.406
H 0.43 1.30 2.61 0.421
H 1.92 0.42 2.23 0.520
H 1.51 3.37 1.20 0.347
```

4.
The following is a quantum chemistry calculation of C9H14Cl3NO3S in the gas phase, from OMol25.

## Properties
HOMO: -0.34777 Eh
ΔE to the lowest compared entry with this formula, charge and spin: 615.6 kJ/mol
Kohn-Sham gap: 9.21 eV
LUMO level: -0.25 eV
total charge: 0
SMILES string: CCN[C@]1(Cl)CCOS(=O)(=O)[C@@H]1/C(Cl)=C(/C)Cl
molecular weight: 322.64 g mol⁻¹

```
31
Properties=species:S:1:pos:R:3:mulliken_charge:R:1
C -1.08 1.61 -3.06 -0.894
C 0.00 1.93 -1.87 -0.361
N 0.41 0.76 -1.02 -0.055
C -0.69 0.13 -0.23 0.103
Cl -1.59 -1.23 -1.19 -0.131
C -1.80 1.21 0.40 -0.703
C -1.17 2.20 1.55 -0.412
O 0.28 2.08 1.77 -0.357
S 0.69 0.49 2.32 1.200
O 0.01 0.39 3.74 -0.650
O 2.19 0.28 2.56 -0.572
C -0.16 -0.68 1.15 -0.422
C 0.50 -2.13 0.89 -0.159
Cl -0.48 -3.67 1.41 -0.211
C 1.81 -2.46 0.28 0.381
C 2.30 -4.04 0.06 -0.993
Cl 2.96 -1.13 -0.26 -0.144
H -1.11 2.47 -3.88 0.335
H -2.15 1.34 -2.65 0.193
H -0.68 0.63 -3.61 0.235
H 0.99 2.29 -2.43 0.364
H -0.33 2.90 -1.25 0.201
H 1.22 1.10 -0.45 0.362
H -2.39 1.78 -0.46 0.273
H -2.63 0.56 0.94 0.415
H -1.82 2.07 2.54 0.261
H -1.37 3.32 1.19 0.345
H -1.21 -0.90 1.70 0.488
H 3.18 -4.09 -0.74 0.309
H 2.67 -4.52 1.06 0.282
H 1.43 -4.71 -0.42 0.315
```

> molecular weight of number 2 (C9H14AuN4S)?

407.27 g mol⁻¹

> Which of these has the lowest molecular weight?

C9H14BrNO2

> What is the ΔE to the lowest compared entry with this formula, charge and spin in the first record?

0.0 kJ/mol

Copy entry 1 word for word.
The following is a quantum chemistry calculation of a molecular structure, C9H14AgF9NO9S3, from OMol25.

## Properties
HOMO: 0.04738 Eh
ΔE to the lowest compared entry with this formula, charge and spin: 0.0 kJ/mol
Kohn-Sham gap: 5.22 eV
LUMO level: 6.51 eV
total charge: -3
molecular weight: 655.26 g mol⁻¹

```
46
Properties=species:S:1:pos:R:3:mulliken_charge:R:1
Ag 38.95 9.63 -4.73 1.286
C 36.58 6.71 -2.29 -1.396
C 37.67 7.77 -2.28 0.757
C 39.05 7.19 -2.63 -1.269
O 37.37 8.84 -3.08 -0.891
H 36.83 5.87 -1.61 0.418
H 36.55 6.10 -3.20 0.246
H 35.59 7.11 -2.10 0.320
H 37.87 8.13 -1.24 0.068
H 39.79 7.99 -2.54 0.229
H 39.07 6.86 -3.68 0.070
H 39.41 6.41 -1.94 0.457
C 41.46 11.82 -4.08 -1.537
C 40.23 12.65 -3.78 0.717
C 40.14 13.84 -4.72 -1.100
O 39.10 11.86 -3.64 -0.814
H 41.51 11.61 -5.16 0.233
H 41.55 10.88 -3.53 0.325
H 42.40 12.36 -3.86 0.455
H 40.45 13.10 -2.78 -0.045
H 41.15 14.26 -4.77 0.396
H 39.41 14.60 -4.41 0.325
H 39.80 13.51 -5.70 0.053
C 38.30 6.61 -6.93 0.515
F 38.72 5.84 -5.90 -0.239
F 37.77 5.82 -7.88 -0.264
F 37.35 7.41 -6.46 -0.145
S 39.76 7.67 -7.56 1.047
O 39.60 8.91 -6.79 -0.646
O 41.03 6.97 -7.31 -0.721
O 39.55 7.80 -9.00 -0.726
C 32.58 11.92 -5.50 0.681
F 32.67 10.79 -6.20 -0.242
F 31.44 12.48 -5.95 -0.268
F 32.50 11.66 -4.22 -0.227
S 34.12 13.00 -5.85 0.886
O 33.97 13.58 -7.16 -0.597
O 34.08 13.91 -4.72 -0.656
N 35.36 11.87 -5.62 -0.352
S 35.94 11.31 -7.00 0.952
O 36.92 10.27 -6.75 -0.552
O 34.96 10.98 -8.00 -0.667
C 37.07 12.76 -7.63 0.667
F 36.95 13.82 -6.85 -0.248
F 38.33 12.40 -7.66 -0.212
F 36.70 13.08 -8.87 -0.287
```